A molecular structure, C19H31ClN9NaO2P, computed with wB97M-V/def2-TZVPD.

Computed properties:
E_LUMO in eV: -2.947
Charge: +1
HOMO level in Eh: -0.41028
Frontier orbital gap in eV: 8.2172

Atoms and positions in Å:
Na 0.04 -0.12 0.60
C -5.71 -0.86 1.59
C -5.71 0.09 0.57
C -4.54 0.76 0.24
C -3.36 0.47 0.92
C -3.36 -0.49 1.93
C -4.53 -1.14 2.27
N -2.12 1.11 0.64
N -2.22 2.18 0.02
C -0.97 2.79 -0.30
C -1.03 4.11 -0.70
C 0.16 4.75 -1.03
C 1.34 4.04 -0.95
C 1.29 2.71 -0.55
N 0.16 2.10 -0.23
H -6.62 -1.37 1.85
H -6.62 0.31 0.03
H -4.53 1.50 -0.55
H -2.43 -0.69 2.45
H -4.53 -1.86 3.08
H -1.98 4.61 -0.75
H 0.16 5.79 -1.34
H 2.29 4.50 -1.20
H 2.19 2.11 -0.48
Cl -0.02 -1.69 2.72
N -1.13 -4.24 1.81
C -1.65 -4.02 0.43
P -0.20 -3.39 -0.52
O 0.98 -4.03 0.17
O -0.39 -1.93 -0.74
C -0.05 -4.13 -2.22
N 1.40 -4.48 -2.35
H -0.81 -3.28 2.24
H -0.26 -4.77 1.76
H -1.81 -4.69 2.42
H -2.42 -3.25 0.47
H -2.07 -4.95 0.05
H -0.34 -3.42 -2.99
H -0.61 -5.06 -2.34
H 2.09 -3.69 -2.43
H 1.59 -5.15 -3.09
H 1.64 -4.88 -1.42
C 4.32 0.28 -1.55
N 3.27 -0.31 -0.71
C 2.57 -1.31 -1.49
N 3.45 -2.39 -1.99
C 4.50 -1.74 -2.81
N 5.25 -0.74 -2.05
C 5.86 -1.39 -0.89
N 4.86 -2.01 -0.03
C 3.92 -0.99 0.43
C 4.13 -2.99 -0.80
H 4.88 1.02 -0.97
H 3.85 0.78 -2.40
H 2.09 -0.82 -2.34
H 1.80 -1.75 -0.87
H 4.03 -1.26 -3.67
H 5.20 -2.50 -3.17
H 6.42 -0.65 -0.32
H 6.56 -2.15 -1.24
H 4.46 -0.25 1.02
H 3.16 -1.46 1.05
H 3.37 -3.44 -0.15
H 4.81 -3.76 -1.16

Results of the natural (NBO) charge analysis, in e, for atoms 1 through 4: number 1, Na, carries 0.898; number 2, C, carries -0.182; number 3, C, carries -0.207; number 4, C, carries -0.196

***

A molecular structure, C21H36GeIrN3O4S, computed with wB97M-V/def2-TZVPD.

Computed properties:
E_LUMO in eV: -6.988
Charge: +2
HOMO level in Eh: -0.52388
Frontier orbital gap in eV: 7.2674

Atoms and positions in Å:
Ir 0.09 -0.11 0.56
C -2.45 0.41 -2.56
C -0.93 0.47 -2.51
C -0.42 1.47 -3.53
C -0.35 -0.91 -2.76
O -0.58 0.92 -1.17
Ge 0.82 2.22 -0.86
O 1.81 0.56 -0.41
C 3.24 0.62 -0.07
C 3.45 0.70 1.43
C 3.85 1.85 -0.73
C 3.86 -0.64 -0.65
O 0.16 1.87 0.95
C -0.46 2.82 1.89
C -1.44 2.11 2.80
C -1.17 3.89 1.07
C 0.69 3.41 2.70
H -2.79 0.12 -3.56
H -2.88 1.38 -2.32
H -2.83 -0.33 -1.86
H -0.74 1.17 -4.53
H 0.68 1.50 -3.54
H -0.80 2.47 -3.34
H -0.64 -1.26 -3.75
H -0.75 -1.61 -2.02
H 0.75 -0.89 -2.70
H 2.87 1.51 1.87
H 4.51 0.87 1.64
H 3.17 -0.23 1.93
H 3.48 2.78 -0.28
H 3.66 1.87 -1.80
H 4.93 1.83 -0.59
H 3.40 -1.53 -0.21
H 4.93 -0.67 -0.43
H 3.73 -0.68 -1.73
H -2.31 1.75 2.25
H -1.77 2.80 3.57
H -0.97 1.26 3.30
H -1.92 3.43 0.42
H -0.46 4.45 0.45
H -1.66 4.60 1.72
H 1.17 2.65 3.31
H 0.31 4.19 3.37
H 1.43 3.87 2.04
O -1.80 -0.40 1.31
N -2.78 -1.10 0.70
C -2.63 -2.39 0.34
C -3.69 -3.08 -0.21
C -4.91 -2.45 -0.37
C -5.04 -1.13 0.03
C -3.95 -0.47 0.56
H -1.66 -2.81 0.54
H -3.55 -4.11 -0.49
H -5.75 -2.98 -0.79
H -5.98 -0.59 -0.06
H -3.95 0.56 0.89
S 0.74 -1.12 2.60
C 1.15 -2.40 1.59
N 1.82 -3.52 1.92
C 2.10 -4.49 1.02
C 1.74 -4.30 -0.28
C 1.11 -3.10 -0.62
N 0.80 -2.19 0.29
H 2.12 -3.62 2.89
H 2.63 -5.36 1.38
H 1.96 -5.05 -1.03
H 0.84 -2.89 -1.64

Results of the natural (NBO) charge analysis, in e, for atoms 1 through 4: number 1, Ir, carries 1.233; number 2, C, carries -0.620; number 3, C, carries 0.286; number 4, C, carries -0.651

***

A molecular structure, C26H16NO6S5W, computed with wB97M-V/def2-TZVPD.

Computed properties:
E_LUMO (spin up / spin down) in eV: 2.132 / 2.173
Charge: -1
HOMO level (spin up / spin down) in Eh: -0.14305 / -0.13309
Frontier orbital gap (spin up / spin down) in eV: 6.0243 / 5.7949

Atoms and positions in Å:
W 0.16 0.25 -0.27
O -4.76 3.94 0.22
C -3.71 3.07 0.11
C -3.76 1.91 -0.65
C -2.65 1.10 -0.69
N -1.54 1.38 0.01
C -1.47 2.53 0.71
C -2.53 3.39 0.79
C -0.09 2.74 1.28
O 0.25 3.69 1.93
O 0.68 1.71 0.96
C -2.47 -0.14 -1.51
O -3.33 -0.67 -2.16
O -1.22 -0.58 -1.40
H -5.49 3.62 -0.33
H -4.63 1.64 -1.23
H -2.44 4.31 1.36
S 0.52 1.84 -2.08
C 1.68 1.07 -3.15
C 1.97 1.67 -4.38
C 2.90 1.11 -5.24
C 3.55 -0.06 -4.88
C 3.26 -0.67 -3.67
C 2.33 -0.11 -2.79
S 2.02 -0.91 -1.26
H 1.45 2.58 -4.65
H 3.12 1.60 -6.18
H 4.28 -0.51 -5.55
H 3.75 -1.59 -3.38
O 0.59 -1.09 1.13
C 0.26 -1.46 2.45
C 1.44 -2.32 2.90
C 2.70 -2.18 2.41
C 3.67 -2.95 3.10
C 3.12 -3.66 4.13
S 1.44 -3.40 4.24
C 0.16 -0.22 3.33
C -0.93 0.56 3.57
C -0.65 1.68 4.40
C 0.66 1.72 4.78
S 1.54 0.41 4.14
C -1.09 -2.16 2.48
C -1.61 -3.09 3.34
C -2.96 -3.44 3.02
C -3.43 -2.76 1.94
S -2.25 -1.72 1.30
H 2.91 -1.54 1.56
H 4.72 -2.97 2.85
H 3.61 -4.34 4.81
H -1.91 0.34 3.17
H -1.38 2.42 4.68
H 1.15 2.46 5.39
H -1.08 -3.51 4.17
H -3.53 -4.16 3.58
H -4.40 -2.84 1.47

Results of the natural (NBO) charge analysis, in e, for atoms 1 through 4: number 1, W, carries 1.530; number 2, O, carries -0.663; number 3, C, carries 0.277; number 4, C, carries -0.259

***

A molecular structure, C40H46BrClHfN3O3S3SiTe, computed with wB97M-V/def2-TZVPD.

Computed properties:
E_LUMO in eV: 1.677
Charge: -1
HOMO level in Eh: -0.12472
Frontier orbital gap in eV: 5.0705

Atoms and positions in Å:
Hf 0.68 -0.30 0.75
N -0.57 1.49 -0.06
C -0.81 1.77 -1.52
C -2.02 1.07 -2.14
N -2.20 -0.34 -1.79
C -2.38 -1.27 -2.91
C -1.11 -1.42 -3.80
N 0.08 -0.90 -3.17
H -0.20 2.35 0.32
H -1.51 1.41 0.37
H -0.94 2.85 -1.65
H 0.08 1.49 -2.11
H -2.92 1.66 -1.86
H -1.86 1.17 -3.22
H -2.95 -0.46 -1.12
H -2.63 -2.23 -2.48
H -3.22 -0.97 -3.57
H -1.04 -2.50 -4.05
H -1.29 -0.90 -4.75
H 0.13 -1.17 -2.18
H 0.94 -1.14 -3.67
Te -3.98 2.03 0.77
C -6.07 2.47 0.97
C -6.98 2.09 -0.06
C -8.33 2.48 0.04
C -8.75 3.19 1.20
C -7.84 3.58 2.18
C -6.49 3.25 2.07
H -6.59 1.48 -0.89
H -9.04 2.21 -0.73
H -9.80 3.44 1.30
H -8.16 4.21 3.03
H -5.73 3.62 2.78
C 3.86 -2.38 2.13
Si 2.24 -1.83 2.83
C 1.15 -3.28 3.25
C 2.51 -0.74 4.32
H 4.39 -2.96 2.86
H 4.51 -1.54 1.85
H 3.66 -3.04 1.29
H 1.47 -3.69 4.21
H 1.23 -4.06 2.47
H 0.08 -3.06 3.37
H 2.68 -1.35 5.19
H 1.65 -0.11 4.55
H 3.38 -0.10 4.16
Cl 1.68 1.98 2.43
C 0.06 2.39 3.08
C -0.12 3.64 3.66
C -1.36 3.99 4.24
C -2.41 3.07 4.12
C -2.22 1.80 3.57
C -0.96 1.45 3.04
C -0.76 0.09 2.46
H 0.75 4.33 3.71
H -1.49 4.96 4.74
H -3.41 3.38 4.46
H -3.03 1.07 3.48
H -1.76 -0.30 2.20
H -0.41 -0.56 3.28
O 2.19 0.39 -0.27
C 3.22 0.85 -1.17
C 2.86 2.26 -1.70
C 2.74 2.72 -2.98
C 2.42 4.13 -3.07
C 2.30 4.73 -1.86
S 2.54 3.59 -0.57
C 3.52 -0.26 -2.23
C 4.00 -1.51 -1.87
C 3.98 -2.48 -2.91
C 3.56 -1.98 -4.10
S 3.20 -0.28 -3.95
C 4.58 1.05 -0.43
C 5.76 1.24 -1.14
C 6.88 1.45 -0.26
C 6.54 1.38 1.04
S 4.83 1.17 1.31
H 2.89 2.06 -3.87
H 2.31 4.64 -4.04
H 2.01 5.75 -1.62
H 4.36 -1.74 -0.86
H 4.33 -3.52 -2.74
H 3.47 -2.48 -5.06
H 5.82 1.22 -2.23
H 7.91 1.62 -0.60
H 7.20 1.51 1.89
Br -1.86 -7.90 -2.68
C -1.16 -6.41 -1.75
C -2.10 -5.59 -1.09
C -1.73 -4.38 -0.50
C -0.40 -3.98 -0.58
C 0.56 -4.76 -1.22
C 0.19 -5.97 -1.79
C -0.02 -2.66 0.02
O 1.20 -2.22 -0.07
O -0.86 -1.90 0.61
H -3.15 -5.91 -1.08
H -2.48 -3.73 -0.02
H 1.61 -4.43 -1.27
H 0.96 -6.54 -2.30

Results of the Löwdin charge analysis, in e, for atoms 1 through 4: number 1, Hf, carries 1.479; number 2, N, carries -0.060; number 3, C, carries -0.226; number 4, C, carries -0.268

***

A gas-phase ion, C16H24ClN2O3 (charge +1), computed with wB97M-V/def2-TZVPD.

Computed properties:
E_LUMO in eV: -2.144
Charge: +1
SMILES: NC(=O)[C@@H]1CCC[N@@H+](C[C@H](O)COCc2ccc(Cl)cc2)C1
HOMO level in Eh: -0.44059
Frontier orbital gap in eV: 9.8452

Atoms and positions in Å:
N 2.83 4.30 1.46
C 2.20 3.16 1.22
O 1.71 2.47 2.11
C 2.08 2.75 -0.25
C 0.76 3.29 -0.83
C -0.44 2.64 -0.14
C -0.34 1.12 -0.21
N 0.94 0.68 0.41
C 1.02 -0.77 0.68
C 1.25 -1.65 -0.56
O 0.35 -1.35 -1.60
C 1.24 -3.13 -0.13
O 0.25 -3.48 0.79
C -1.00 -3.93 0.28
C -1.97 -2.80 0.06
C -2.51 -2.52 -1.20
C -3.33 -1.43 -1.39
C -3.63 -0.60 -0.32
Cl -4.61 0.80 -0.56
C -3.13 -0.88 0.95
C -2.31 -1.97 1.13
C 2.08 1.22 -0.36
H 3.24 4.87 0.74
H 2.91 4.62 2.42
H 2.92 3.15 -0.81
H 0.71 4.38 -0.71
H 0.74 3.08 -1.90
H -1.36 2.95 -0.64
H -0.50 2.96 0.90
H -1.17 0.67 0.34
H -0.36 0.77 -1.24
H 1.04 1.21 1.33
H 1.83 -0.95 1.38
H 0.08 -1.07 1.16
H 2.24 -1.44 -0.98
H -0.51 -1.78 -1.42
H 1.18 -3.75 -1.04
H 2.19 -3.35 0.36
H -1.39 -4.60 1.05
H -0.86 -4.51 -0.64
H -2.29 -3.18 -2.03
H -3.75 -1.22 -2.36
H -3.39 -0.24 1.78
H -1.92 -2.21 2.11
H 3.00 0.81 0.05
H 1.98 0.91 -1.41

Results of the natural (NBO) charge analysis, in e, for atoms 1 through 4: number 1, N, carries -0.772; number 2, C, carries 0.690; number 3, O, carries -0.652; number 4, C, carries -0.322

***

2 unconnected molecules or ions with the total composition C2H4Cl3P, computed with wB97M-V/def2-TZVPD.

Computed properties:
E_LUMO (spin up / spin down) in eV: -0.239 / -0.532
HOMO level (spin up / spin down) in Eh: -0.31339 / -0.31515
Frontier orbital gap (spin up / spin down) in eV: 8.2883 / 8.0433

Atoms and positions in Å:
C -1.01 0.29 -1.43
C 0.92 -0.08 0.07
P 0.16 -1.04 1.50
Cl -2.23 0.65 -0.27
Cl 1.96 -1.01 -1.01
Cl 1.61 1.46 0.34
H -0.83 1.19 -2.04
H -1.09 -0.78 -1.56
H -0.58 0.06 2.00
H 1.09 -0.73 2.40

Results of the natural (NBO) charge analysis, in e, for atoms 1 through 4: number 1, C, carries -0.364; number 2, C, carries -0.433; number 3, P, carries 0.346; number 4, Cl, carries -0.013

***

A single C18H20O4 molecule, computed with wB97M-V/def2-TZVPD.

Computed properties:
E_LUMO in eV: -0.040
SMILES: CCCCO[C@@H]1Cc2c(C(C)=O)c(O)c3ccccc3c2O1
HOMO level in Eh: -0.28570
Frontier orbital gap in eV: 7.7341

Atoms and positions in Å:
C -1.68 4.49 4.92
C -1.13 3.81 3.65
C 0.19 4.42 3.26
C 0.90 3.57 2.18
O 0.04 3.34 1.06
C 0.44 2.51 0.01
C -0.70 2.17 -0.94
C -0.49 0.67 -1.28
C -1.09 -0.30 -2.12
C -2.18 0.06 -3.10
C -3.38 -0.77 -3.61
O -2.33 1.24 -3.41
C -0.66 -1.68 -2.00
O -1.14 -2.56 -2.91
C 0.46 -2.01 -1.15
C 0.89 -3.39 -0.97
C 2.03 -3.68 -0.26
C 2.59 -2.61 0.45
C 2.19 -1.34 0.50
C 1.09 -1.06 -0.33
C 0.52 0.22 -0.38
O 1.00 1.28 0.38
H -1.80 5.60 4.71
H -2.68 4.21 5.27
H -0.93 4.42 5.66
H -1.79 3.78 2.82
H -1.04 2.76 3.80
H 0.87 4.44 4.11
H 0.09 5.44 2.98
H 1.92 3.88 1.91
H 1.07 2.49 2.61
H 1.18 2.97 -0.66
H -0.81 2.87 -1.77
H -1.63 2.34 -0.54
H -3.50 -1.62 -2.83
H -3.09 -1.11 -4.52
H -4.38 -0.29 -3.90
H -0.50 -2.76 -3.53
H 0.36 -4.27 -1.25
H 2.42 -4.70 -0.19
H 3.54 -2.84 1.01
H 2.71 -0.52 1.09

Results of the natural (NBO) charge analysis, in e, for atoms 1 through 4: number 1, C, carries -0.600; number 2, C, carries -0.405; number 3, C, carries -0.410; number 4, C, carries -0.054

***

A molecular structure, C4H3Li2O2Ru, computed with wB97M-V/def2-TZVPD.

Computed properties:
E_LUMO (spin up / spin down) in eV: -8.123 / -9.603
Charge: +2
Multiplicity: 6
HOMO level (spin up / spin down) in Eh: -0.55861 / -0.57448
Frontier orbital gap (spin up / spin down) in eV: 7.0770 / 6.0296

Atoms and positions in Å:
O -1.71 0.61 1.63
C -0.89 -0.04 0.76
C 0.03 0.54 -0.03
Ru -2.60 0.35 3.06
Li 0.39 1.85 -1.50
H -1.00 -1.14 0.82
C 1.95 -0.07 -1.55
C 0.76 -0.37 -0.94
O 2.64 -0.82 -2.37
H 2.41 0.92 -1.29
H 0.34 -1.36 -1.19
Li 2.58 -2.36 -3.15

Results of the natural (NBO) charge analysis, in e, for atoms 1 through 4: number 1, O, carries -0.638; number 2, C, carries 0.105; number 3, C, carries -0.445; number 4, Ru, carries 1.309

***

A single C4H8Si molecule, computed with wB97M-V/def2-TZVPD.

Computed properties:
E_LUMO in eV: 1.158
SMILES: [SiH3][C@H]1C=CC1
HOMO level in Eh: -0.33819
Frontier orbital gap in eV: 10.3602

Atoms and positions in Å:
Si 1.06 -0.92 -1.04
C -0.57 -0.33 0.06
C -0.07 0.44 1.33
C -0.68 1.58 0.93
C -1.26 1.03 -0.33
H 0.68 -1.41 -2.34
H 1.95 -2.12 -0.44
H 2.02 0.15 -1.21
H -1.31 -1.04 0.29
H 0.40 0.21 2.24
H -1.00 2.53 1.25
H -2.39 0.89 -0.14
H -1.19 1.55 -1.25

Results of the natural (NBO) charge analysis, in e, for atoms 1 through 4: number 1, Si, carries 0.813; number 2, C, carries -0.547; number 3, C, carries -0.204; number 4, C, carries -0.185

***

A molecular structure, C18H22N4O5S, computed with wB97M-V/def2-TZVPD.

Computed properties:
E_LUMO in eV: -0.605
HOMO level in Eh: -0.32240
Frontier orbital gap in eV: 8.1679

Atoms and positions in Å:
C 3.19 -0.59 -4.85
N 1.75 -0.26 -4.29
C 1.18 -0.93 -3.18
C 1.85 -1.91 -2.62
C 1.16 -2.44 -1.66
C 0.14 -2.07 -1.18
C -0.43 -1.03 -1.86
C -0.13 -0.59 -2.91
N -0.85 0.45 -3.51
O -1.85 0.93 -2.92
O -0.29 0.88 -4.42
H -1.61 -1.01 -1.48
S -0.80 -2.81 0.20
O -1.30 -4.17 -0.05
O -1.51 -2.00 1.02
N 0.81 -3.41 1.14
H 0.55 -4.23 1.45
C 1.22 -2.48 2.17
H 1.97 -3.02 2.77
H 0.52 -2.40 3.03
C 1.44 -1.24 1.50
O 2.66 -1.15 0.82
N 0.79 -0.25 2.02
H 0.02 -0.39 2.40
C 0.73 0.96 1.54
C 0.03 1.58 0.38
H 0.22 2.77 -0.02
H 0.37 0.85 -0.45
C -1.31 1.38 0.49
C -1.87 2.12 1.81
C -1.95 3.33 1.92
C -2.44 4.03 2.95
C -2.75 3.31 4.16
C -2.80 2.03 3.94
C -2.34 1.35 2.81
H -2.33 0.09 2.96
H -3.27 1.30 4.86
H -2.84 3.89 5.09
H -2.31 5.11 3.09
H -1.45 3.89 1.02
H -1.88 1.87 -0.27
H -1.35 0.24 0.63
H 0.76 1.85 2.25
H 2.00 1.38 1.14
H 1.84 -3.44 -1.07
H 2.80 -2.14 -2.88
H 1.26 0.54 -4.85
H 3.15 -1.49 -5.22
H 3.81 -0.58 -4.10
H 3.45 -0.08 -5.81

Results of the natural (NBO) charge analysis, in e, for atoms 1 through 4: number 1, C, carries -0.392; number 2, N, carries -0.606; number 3, C, carries 0.253; number 4, C, carries -0.346

***

A molecular structure, C10H20KN3O5, computed with wB97M-V/def2-TZVPD.

Computed properties:
E_LUMO in eV: 0.012
HOMO level in Eh: -0.30854
Frontier orbital gap in eV: 8.4075

Atoms and positions in Å:
K -0.68 -0.45 -0.18
C -0.33 2.54 1.53
C -0.85 1.45 2.47
N -0.14 0.18 2.35
C 1.27 0.17 2.64
C 2.15 -0.44 1.54
N 1.96 0.16 0.24
C 2.24 1.58 0.10
C 1.07 2.39 -0.50
N -0.18 2.12 0.16
H 0.65 2.88 1.89
H -0.99 3.40 1.63
H -1.90 1.25 2.22
H -0.82 1.85 3.49
H -0.64 -0.55 2.84
H 1.49 -0.38 3.57
H 1.60 1.19 2.83
H 1.91 -1.51 1.44
H 3.19 -0.37 1.90
H 2.44 -0.38 -0.46
H 3.12 1.76 -0.53
H 2.48 1.99 1.08
H 0.95 2.13 -1.55
H 1.37 3.45 -0.45
H -1.00 2.29 -0.42
O 0.60 -4.38 -2.30
C 0.08 -3.23 -1.87
O 0.47 -2.68 -0.86
C -1.02 -2.75 -2.79
O -1.38 -1.44 -2.49
C -2.79 -1.12 -2.46
C -2.92 -0.02 -1.35
O -2.59 1.13 -1.68
O -3.14 -0.46 -0.21
H 1.27 -4.69 -1.68
H -1.86 -3.45 -2.69
H -0.64 -2.84 -3.82
H -3.36 -2.01 -2.20
H -3.08 -0.74 -3.45

Results of the natural (NBO) charge analysis, in e, for atoms 1 through 4: number 1, K, carries 0.904; number 2, C, carries -0.228; number 3, C, carries -0.226; number 4, N, carries -0.667

***

Sequential energy output: -2349.676326, -3865.961523, -3564.843549, -6776.233438, -1419.323750, -1800.391238, -998.766852, -413.862153, -446.586741, -1691.776985, -1533.482173 Eh